Record 1
Molecular formula: C3H7NO2
Method: DFT, ωB97M-V/def2-TZVPD

Each line ends with the Mulliken charge.
CARTESIAN COORDINATES (ANGSTROEM)
N: 1.3308 -0.7073 -0.8150  -0.44
C: 0.0414 -0.3575 -1.1654  0.46
O: -0.2434 -0.0423 -2.3042  -0.60
C: -0.9454 -0.2949 -0.0132  -0.44
C: -0.6185 0.8467 0.9574  -0.48
O: 0.5854 0.6288 1.6645  -0.55
H: 1.4856 -1.2539 0.0197  0.26
H: 1.9447 -0.8964 -1.5962  0.24
H: -0.9482 -1.2360 0.5503  0.29
H: -1.9360 -0.1450 -0.4506  0.28
H: -0.5950 1.8013 0.4110  0.29
H: -1.4095 0.9170 1.7096  0.33
H: 1.3081 0.7394 1.0320  0.37

Summary:
E ... -323.7606 Eh
HOMO energy ... -0.3681 Eh
Relative energy (zero: lowest compared OMol25 entry of this formula, charge and spin) ... 53.6 kJ/mol
SMILES ... NC(=O)CCO
Total charge ... 0
HOMO-LUMO gap ... 10.8 eV



Record 2
Molecular formula: C23H22N3PPt
Method: DFT, ωB97M-V/def2-TZVPD

Each line ends with the Mulliken charge.
CARTESIAN COORDINATES (ANGSTROEM)
Pt: 0.1726 -0.3340 0.1184  0.78
C: 4.5436 0.1286 0.5679  -0.64
C: 4.7409 1.4069 0.0652  -0.50
C: 3.6367 2.2175 -0.1416  -0.59
C: 2.3662 1.7256 0.1441  0.47
N: 2.1877 0.4619 0.5794  -0.39
C: 3.2489 -0.3061 0.8015  -0.22
C: 1.1464 2.5322 0.0360  1.00
C: 1.1233 3.9262 0.0446  -0.88
C: -0.1016 4.5748 0.0340  -0.70
C: -1.2702 3.8302 0.0442  -0.89
C: -1.1819 2.4389 0.0307  0.93
N: 0.0064 1.8324 -0.0036  -0.07
C: -2.3412 1.5382 0.0918  0.68
C: -3.6473 1.9722 -0.1188  -0.67
C: -4.6910 1.0743 0.0206  -0.40
C: -4.4046 -0.2411 0.3535  -0.86
C: -3.0776 -0.6113 0.5061  0.05
N: -2.0797 0.2531 0.3815  -0.47
H: 5.3760 -0.5244 0.7716  0.45
H: 5.7356 1.7661 -0.1505  0.49
H: 3.7496 3.2174 -0.5266  0.37
H: 3.0673 -1.2985 1.1949  0.62
H: 2.0393 4.4918 0.0817  0.32
H: -0.1431 5.6528 0.0356  0.49
H: -2.2252 4.3270 0.0817  0.31
H: -3.8362 2.9964 -0.3877  0.34
H: -5.7094 1.3954 -0.1243  0.48
H: -5.1843 -0.9741 0.4869  0.41
H: -2.8154 -1.6347 0.7437  0.53
C: -0.2979 -3.9787 0.5050  -1.37
P: -0.0781 -2.5363 -0.5797  0.77
C: -1.2153 -2.9296 -1.9587  -1.11
C: 1.6043 -2.6416 -1.2665  0.19
C: 2.6041 -3.4439 -0.7209  -0.31
C: 3.8586 -3.4721 -1.3055  -0.71
C: 4.1277 -2.6825 -2.4146  -0.52
C: 3.1447 -1.8536 -2.9396  -0.78
C: 1.8938 -1.8133 -2.3567  -0.24
H: 0.3868 -3.9562 1.3490  0.42
H: -0.1282 -4.8781 -0.0899  0.43
H: -1.3171 -3.9986 0.8890  0.41
H: -0.7538 -3.6802 -2.6010  0.43
H: -1.4535 -2.0505 -2.5533  0.38
H: -2.1377 -3.3334 -1.5422  0.44
H: 2.3985 -4.0763 0.1289  0.38
H: 4.6282 -4.1104 -0.8963  0.45
H: 5.1039 -2.7153 -2.8704  0.46
H: 3.3615 -1.2452 -3.8022  0.46
H: 1.1157 -1.1794 -2.7683  0.36

Summary:
E ... -1514.1119 Eh
HOMO energy ... -0.5346 Eh
Relative energy (zero: lowest compared OMol25 entry of this formula, charge and spin) ... 166.1 kJ/mol
Total charge ... +2
HOMO-LUMO gap ... 6.9 eV



Q: Look up the relative energy (zero: lowest compared OMol25 entry of this formula, charge and spin) of the second one.
A: 166.1 kJ/mol